(1)
{"formula": "C4H12N4", "method": "ωB97M-V/def2-TZVPD", "symbols": ["C", "N", "C", "C", "N", "N", "C", "N", "H", "H", "H", "H", "H", "H", "H", "H", "H", "H", "H", "H"], "positions_angstrom": [[0.156, 1.856, 0.795], [0.187, 0.434, 1.114], [0.324, 0.146, 2.517], [0.030, -0.584, 0.186], [-0.547, -1.762, 0.445], [0.250, -0.201, -1.145], [-0.557, -0.491, -2.159], [-0.035, -0.472, -3.323], [1.058, 2.296, 1.365], [-0.677, 2.144, 1.327], [0.071, 2.156, -0.188], [-0.359, 0.701, 3.082], [1.351, 0.567, 2.965], [0.402, -0.853, 2.763], [-0.518, -2.628, -0.092], [-1.158, -1.921, 1.217], [1.292, 0.058, -1.339], [-1.701, -0.411, -1.943], [-0.580, -0.664, -4.245], [1.010, -0.374, -3.344]], "forces_ev_per_a": [[3.1148, -0.3266, 2.9025], [0.1968, -4.0653, -3.1108], [3.5632, 2.2731, 0.9930], [-1.4102, 2.9885, 2.4481], [0.2428, -0.1739, -0.4804], [3.4378, -0.1397, 1.0091], [-2.3089, 1.4201, 0.4423], [0.0707, -0.7867, -2.9141], [-1.2837, -0.3362, -1.3422], [-1.9900, 1.3348, 1.0278], [0.1166, 0.1911, -2.1110], [-1.5459, 0.4087, 0.7723], [-1.8465, -0.6489, -1.4772], [-0.4474, -2.1889, 0.2224], [0.6485, 0.6533, -0.4767], [-0.0762, 0.5047, 1.0656], [-2.4379, -0.4902, 0.3213], [2.0635, -0.9769, -0.6615], [1.2663, 0.6435, 2.1204], [-1.3743, -0.2843, -0.7507]], "mulliken_charge": [-0.9222, -0.0193, -1.1174, 0.5679, -0.3737, -0.2409, 0.2033, -0.2698, 0.2887, 0.3914, 0.4316, 0.3972, 0.3434, 0.4725, 0.2698, 0.2541, 0.3541, 0.3670, 0.3384, 0.2639], "total_charge": 2, "energy_ev": -10284.9968, "multiplicity": 1, "homo_ev": -18.2}


(2)
{"formula": "CH12Na5O9", "method": "ωB97M-V/def2-TZVPD", "symbols": ["Na", "Na", "Na", "Na", "Na", "C", "O", "O", "O", "O", "H", "H", "O", "H", "H", "O", "H", "H", "O", "H", "H", "O", "H", "H", "O", "H", "H"], "positions_angstrom": [[2.646, -2.280, -1.116], [-0.967, -3.362, -0.677], [2.853, 1.337, -0.257], [2.029, 0.380, -3.463], [-1.474, -0.280, -3.070], [0.268, -0.252, -0.546], [-0.817, -0.809, -0.531], [0.516, 0.585, -1.458], [1.166, -0.500, 0.273], [-2.830, -2.191, 0.777], [-3.724, -1.861, 0.680], [-2.278, -1.495, 0.421], [0.774, 2.814, 0.808], [-0.004, 3.371, 0.803], [0.438, 1.934, 0.978], [0.222, -2.653, 1.733], [1.022, -3.135, 1.520], [0.299, -1.833, 1.245], [-2.244, 1.274, 0.533], [-1.846, 0.460, 0.224], [-2.878, 1.504, -0.145], [-0.377, 3.282, -2.091], [-0.075, 2.426, -1.785], [0.321, 3.886, -1.837], [2.244, -0.614, 2.614], [2.897, -1.314, 2.608], [1.817, -0.676, 1.760]], "forces_ev_per_a": [[0.1852, -0.2031, 0.9133], [-1.0465, 0.0129, 1.3709], [-0.7548, 0.7689, 1.2373], [-0.3477, 0.8969, -0.2713], [-0.5152, 0.6283, 0.6454], [0.8596, 0.7392, -0.7037], [-3.3521, -2.8056, -0.8307], [1.6133, 1.5062, -3.9357], [2.9171, -0.9959, 0.7547], [0.4784, -0.6349, -0.7182], [-0.5183, -0.0712, 0.2234], [0.0588, 0.4440, 0.4008], [1.0449, -0.5173, -0.5225], [-0.3425, 0.3204, 0.0472], [-0.4895, -0.0611, 0.4700], [-0.6811, -1.1004, -0.9787], [0.4508, -0.2525, 0.6304], [0.0660, 0.6887, 0.2451], [0.2373, 0.1799, 0.0907], [-0.1035, -0.0875, 0.0810], [-0.3683, 0.3897, -0.0086], [-0.0619, -0.2970, -0.6306], [-0.0051, -0.1696, 0.5452], [0.0365, 0.4610, 0.1049], [0.6042, 0.3007, -0.0629], [0.2781, -0.2117, 0.5621], [-0.2439, 0.0711, 0.3406]], "mulliken_charge": [0.9603, 0.9447, 0.9604, 1.0047, 0.9204, 1.0291, -1.1221, -1.0706, -1.1675, -0.6374, 0.3259, 0.5068, -0.5946, 0.3361, 0.3109, -0.5111, 0.2894, 0.2256, -0.5298, 0.2085, 0.3035, -0.6019, 0.3782, 0.3223, -0.5673, 0.3171, 0.4584], "total_charge": 3, "energy_ev": -41718.5000, "multiplicity": 1, "homo_ev": -18.9}


(3)
{"formula": "C33H27Cl3MnN6O", "method": "ωB97M-V/def2-TZVPD", "symbols": ["Mn", "C", "C", "N", "N", "C", "O", "C", "C", "C", "C", "C", "C", "C", "C", "C", "C", "C", "N", "H", "H", "H", "H", "H", "H", "H", "H", "H", "H", "H", "H", "C", "C", "C", "C", "C", "C", "C", "C", "C", "C", "C", "C", "C", "C", "H", "H", "H", "H", "H", "H", "H", "H", "H", "H", "H", "N", "C", "C", "N", "C", "H", "H", "H", "H", "Cl", "C", "Cl", "Cl", "C", "N"], "positions_angstrom": [[0.150, 0.499, 0.469], [-3.869, -0.949, 0.243], [-2.383, -0.820, 0.123], [-1.719, 0.222, 0.698], [-2.401, 1.114, 1.349], [-1.528, 2.065, 1.820], [-0.276, 1.890, 1.670], [-2.056, 3.276, 2.412], [-3.438, 3.466, 2.528], [-3.920, 4.643, 3.071], [-3.033, 5.624, 3.500], [-1.658, 5.437, 3.386], [-1.167, 4.266, 2.843], [-1.546, -1.725, -0.507], [-2.080, -2.867, -1.194], [-1.586, -4.120, -1.197], [-0.452, -4.616, -0.445], [0.532, -3.908, 0.116], [-0.156, -1.424, -0.392], [-4.324, 0.035, 0.282], [-4.131, -1.471, 1.166], [-4.293, -1.508, -0.586], [-4.116, 2.689, 2.198], [-4.987, 4.800, 3.164], [-3.414, 6.540, 3.936], [-0.976, 6.207, 3.725], [-0.101, 4.101, 2.747], [-3.042, -2.717, -1.667], [-2.169, -4.868, -1.723], [-0.439, -5.688, -0.273], [1.236, -4.439, 0.747], [0.232, -3.440, -5.262], [1.100, -4.070, -4.382], [1.300, -3.551, -3.109], [0.631, -2.400, -2.716], [-0.223, -1.756, -3.609], [-0.425, -2.275, -4.877], [0.898, -1.798, -1.380], [0.871, -2.478, -0.042], [1.757, -1.930, 1.035], [3.137, -1.962, 0.933], [3.915, -1.434, 1.960], [3.313, -0.867, 3.077], [1.929, -0.828, 3.176], [1.150, -1.364, 2.157], [0.070, -3.851, -6.252], [1.625, -4.967, -4.688], [1.976, -4.048, -2.420], [-0.732, -0.842, -3.311], [-1.091, -1.773, -5.569], [1.643, -1.011, -1.422], [3.608, -2.398, 0.056], [4.996, -1.472, 1.887], [3.926, -0.462, 3.874], [1.455, -0.403, 4.053], [0.070, -1.397, 2.264], [3.965, 1.974, -0.448], [3.973, 2.211, 0.910], [2.815, 1.685, 1.376], [2.109, 1.128, 0.324], [2.830, 1.337, -0.766], [4.680, 2.250, -1.101], [4.783, 2.716, 1.411], [2.443, 1.662, 2.387], [2.571, 1.040, -1.770], [-0.372, 3.847, -3.874], [-0.741, 3.875, -2.169], [-2.428, 4.247, -1.876], [0.318, 4.991, -1.295], [-0.471, 2.541, -1.601], [-0.260, 1.515, -1.155]], "forces_ev_per_a": [[0.6379, -1.7198, -0.4329], [0.1253, -0.0106, 0.0723], [-0.0016, -0.3707, -0.2601], [-0.2514, 0.5727, 0.3164], [0.1068, -0.3937, -0.1939], [0.4215, 0.2308, -0.1176], [-0.4927, 0.5845, 0.5303], [-0.0659, -0.0898, 0.1047], [-0.0514, -0.0354, 0.0082], [-0.0296, 0.0355, 0.0074], [-0.0177, -0.0136, 0.0183], [0.0413, -0.0054, -0.0127], [0.0701, 0.0782, 0.0283], [0.0254, 0.3347, 0.1421], [0.0348, -0.2186, -0.1594], [0.0239, 0.0399, 0.0366], [-0.1259, -0.0815, 0.0182], [0.0767, 0.0620, -0.0759], [-0.0260, 0.3830, -0.0841], [-0.0424, 0.0546, -0.0201], [0.0049, 0.0292, -0.0114], [-0.0020, 0.0127, -0.0050], [0.0333, 0.0607, 0.0228], [0.0477, -0.0210, 0.0047], [0.0097, -0.0379, -0.0408], [-0.0326, -0.0341, -0.0054], [-0.0585, 0.0237, 0.0123], [0.0349, 0.0298, -0.0360], [0.0320, 0.0112, 0.0237], [-0.0288, 0.0973, -0.0130], [0.0492, 0.0106, -0.0571], [-0.0147, -0.0016, -0.0019], [-0.0053, 0.0201, -0.0044], [0.0440, -0.1150, 0.0165], [-0.1424, -0.1156, 0.1258], [-0.0043, 0.0971, 0.0007], [-0.0028, -0.0108, -0.0018], [0.0148, -0.1894, 0.1079], [0.0420, -0.0275, -0.0172], [0.0040, -0.0185, -0.0470], [0.1233, -0.0057, 0.0044], [-0.0245, -0.0557, 0.0041], [0.0491, -0.1299, 0.0252], [0.0428, -0.0924, 0.1223], [0.0107, 0.1523, 0.0697], [0.0220, 0.0402, 0.0685], [-0.0192, 0.0312, 0.0245], [-0.0544, 0.0246, -0.0639], [0.0138, -0.0634, -0.0090], [0.0401, -0.0352, 0.0459], [-0.0205, 0.1392, 0.0764], [-0.0282, 0.0315, 0.0914], [-0.0818, 0.0136, 0.0101], [-0.0385, -0.0270, -0.0477], [0.0167, -0.0161, -0.0484], [-0.0932, -0.0488, 0.0371], [0.0593, 0.0658, 0.0596], [0.0638, 0.0081, -0.1833], [-0.1223, 0.0034, -0.0799], [-0.2828, 0.1415, -0.0583], [0.1480, -0.0423, 0.2709], [0.0390, -0.0039, -0.0094], [-0.0727, -0.0381, -0.0930], [-0.0186, 0.0817, -0.1531], [0.0136, 0.0628, 0.0212], [0.0773, -0.0429, -0.2860], [0.1433, -0.0883, 0.3051], [-0.2137, 0.0438, 0.0551], [0.0192, 0.0467, 0.0133], [-0.2674, 0.7563, -0.7968], [-0.0286, -0.2109, 0.5245]], "mulliken_charge": [0.1510, -1.6176, 0.5370, 2.1206, -1.6655, 0.1807, -0.6379, 0.5822, -0.2389, -0.7683, -0.3857, -0.7886, -0.3753, 0.9739, -1.8356, -0.5806, -0.7781, -0.8297, 1.9467, 0.4273, 0.2968, 0.4745, 0.4747, 0.4327, 0.4190, 0.4387, 0.4172, 0.3784, 0.5425, 0.4692, 0.4397, -0.5370, -0.9792, -0.1334, -0.5528, -0.1161, -0.9194, -0.6853, 2.0129, -0.8484, -0.2559, -0.9138, -0.5961, -0.7518, 0.0241, 0.4362, 0.4345, 0.4454, 0.4501, 0.4402, 0.4063, 0.5410, 0.4670, 0.4496, 0.4617, 0.6759, -0.0435, -0.9306, -0.7449, 0.9967, -0.6595, 0.2426, 0.4396, 0.7062, 0.5334, -0.0619, 0.7858, -0.0509, -0.0644, -0.1248, -0.1807], "s2": 0.888, "total_charge": 2, "energy_ev": -114518.7215, "multiplicity": 2, "homo_ev": [-13.6, -13.6]}